Below is an isolated ion of composition C4H12N3 and charge +1, with properties calculated with ωB97M-V/def2-TZVPD.

Computed properties:
SMILES string = N/C=C(\[NH3+])CCN
HOMO level = -13.69 eV
ΔE to the lowest compared entry with this formula, charge and spin = 315.3 kJ/mol
charge = +1
strongest force on any atom = 4.31 eV/A
gap between HOMO and LUMO = 10.61 eV
LUMO level = -3.1 eV

Each line ends with the Löwdin charge.
Cartesian coordinates (Å):
1 C -1.239 0.571 0.962  -0.0934
2 H -2.833 -0.608 1.206  0.0936
3 H 1.473 0.842 1.409  0.1387
4 C -0.222 0.691 0.065  -0.2373
5 H -1.227 1.106 1.994  0.1699
6 H 1.416 -2.160 -0.697  0.0848
7 C 1.212 0.718 0.353  -0.1817
8 N -0.735 0.495 -1.320  0.2317
9 H -0.600 1.255 -1.995  0.1864
10 H 1.597 1.689 0.054  0.1240
11 C 1.917 -0.482 -0.150  -0.2316
12 H 2.226 -0.273 -1.167  0.1122
13 N -2.466 0.010 0.530  0.0364
14 N 0.880 -1.582 -0.053  0.0279
15 H -0.473 -0.379 -1.713  0.1370
16 H -1.756 0.312 -1.210  0.1445
17 H 2.831 -0.859 0.337  0.1347
18 H -3.165 0.683 0.650  0.0798
19 H 1.162 -2.029 0.743  0.0425

Forces on atoms 1 to 3 (eV/Å):
C 1.1509 1.6912 0.8693
H 0.2244 -1.7546 0.8826
H -1.1186 -0.3709 0.3291